Record 1
A structure of composition C60H86IrN5P2S2Si in a non-equilibrium geometry. Source: the Open Molecules 2025 dataset; level of theory: ωB97M-V with the def2-TZVPD basis set.

Computed properties:
E_HOMO = -12.3080 eV
frontier orbital gap = 6.5 eV
energy above the lowest of the compared OMol25 structures with the same formula, charge and spin = 176.0 kJ/mol

```
! RIJCOSX wB97M-V def2-TZVPD def2/J DEFGRID3
* xyz 2 1
Ir -0.27 0.49 -0.46
C -3.93 0.79 -0.82
Si -2.29 1.62 -0.95
C -2.10 2.08 -2.75
C -2.89 3.07 -3.36
C -2.77 3.36 -4.71
C -1.86 2.64 -5.49
C -1.08 1.65 -4.91
C -1.19 1.37 -3.55
P -0.20 0.10 -2.72
C 1.37 -0.04 -3.64
C 2.15 1.25 -3.77
C 3.37 1.08 -4.67
C 4.29 -0.02 -4.13
C 3.52 -1.32 -3.91
C 2.30 -1.10 -3.02
C -0.93 -1.52 -3.08
C -2.13 -1.80 -2.15
C -2.76 -3.15 -2.50
C -3.27 -3.16 -3.97
C -2.79 -1.94 -4.77
C -1.30 -1.71 -4.58
C -2.37 3.03 0.22
C -3.57 3.62 0.65
C -3.57 4.55 1.69
C -2.38 4.86 2.34
C -1.19 4.29 1.91
C -1.20 3.40 0.84
P 0.29 2.75 0.04
C 0.51 4.09 -1.22
C 0.14 5.53 -0.73
C 1.15 6.59 -1.17
C 1.43 6.50 -2.67
C 1.90 5.07 -3.07
C 1.90 4.11 -1.87
C 1.63 2.72 1.26
C 2.69 1.65 0.89
C 3.78 1.66 1.96
C 4.55 3.01 1.97
C 3.78 4.13 1.26
C 2.28 4.10 1.60
H -4.65 1.41 -1.39
H -4.27 0.72 0.21
H -3.94 -0.21 -1.25
H -3.61 3.64 -2.75
H -3.37 4.14 -5.16
H -1.75 2.86 -6.55
H -0.37 1.11 -5.54
H 1.06 -0.39 -4.63
H 2.48 1.51 -2.78
H 1.52 2.06 -4.14
H 3.92 2.02 -4.74
H 3.04 0.82 -5.69
H 4.71 0.31 -3.16
H 5.13 -0.18 -4.80
H 4.17 -2.08 -3.47
H 3.18 -1.71 -4.88
H 2.65 -0.72 -2.04
H 1.78 -2.05 -2.85
H -0.14 -2.22 -2.81
H -2.87 -1.01 -2.27
H -1.80 -1.79 -1.12
H -3.58 -3.35 -1.81
H -2.01 -3.93 -2.35
H -4.36 -3.19 -3.99
H -2.93 -4.07 -4.47
H -3.35 -1.04 -4.48
H -2.99 -2.10 -5.83
H -0.98 -0.86 -5.18
H -0.75 -2.58 -4.96
H -4.52 3.34 0.19
H -4.50 5.00 2.02
H -2.38 5.55 3.18
H -0.27 4.52 2.44
H -0.22 3.79 -1.97
H 0.03 5.59 0.35
H -0.84 5.79 -1.13
H 2.09 6.47 -0.62
H 0.77 7.57 -0.92
H 2.18 7.24 -2.95
H 0.52 6.75 -3.22
H 2.91 5.11 -3.50
H 1.25 4.65 -3.84
H 2.65 4.43 -1.14
H 2.17 3.14 -2.19
H 1.11 2.34 2.13
H 3.12 1.86 -0.10
H 2.21 0.67 0.84
H 4.47 0.83 1.80
H 3.31 1.49 2.94
H 5.52 2.88 1.47
H 4.77 3.30 3.00
H 3.92 4.05 0.18
H 4.18 5.10 1.55
H 1.78 4.93 1.09
H 2.16 4.27 2.67
S -3.86 -0.25 2.73
C -2.61 -0.89 3.66
N -2.85 -1.80 4.62
C -1.71 -2.37 5.36
C -0.68 -1.32 5.59
N -0.26 -0.74 4.32
C 1.15 -0.28 4.23
C 2.13 -1.42 4.26
C 2.40 -2.14 3.09
C 3.29 -3.21 3.12
C 3.91 -3.57 4.31
C 3.64 -2.87 5.48
C 2.75 -1.80 5.44
C -1.20 -0.40 3.44
S -0.89 0.76 2.21
C -4.14 -2.53 4.72
C -4.32 -3.66 3.72
C -5.15 -3.52 2.61
C -5.29 -4.55 1.69
C -4.60 -5.75 1.87
C -3.78 -5.91 2.98
C -3.65 -4.87 3.90
H -1.29 -3.22 4.82
H -2.07 -2.73 6.32
H 0.18 -1.78 6.08
H -1.07 -0.53 6.24
H 1.35 0.40 5.06
H 1.23 0.29 3.31
H 1.92 -1.84 2.16
H 3.51 -3.75 2.21
H 4.61 -4.41 4.33
H 4.12 -3.15 6.41
H 2.56 -1.23 6.36
H -4.94 -1.81 4.61
H -4.16 -2.93 5.73
H -5.70 -2.60 2.48
H -5.97 -4.43 0.85
H -4.73 -6.56 1.16
H -3.26 -6.85 3.14
H -3.04 -5.03 4.80
C 3.28 -2.64 -0.18
N 2.04 -3.35 0.11
C 1.93 -4.68 -0.53
C 0.89 -2.63 0.34
N 0.83 -1.36 -0.08
N -0.07 -3.29 1.01
C -1.48 -2.90 1.07
C 0.22 -4.52 1.76
H 4.12 -3.30 0.03
H 3.38 -1.76 0.46
H 3.36 -2.35 -1.23
H 2.28 -4.61 -1.57
H 0.91 -5.03 -0.54
H 2.55 -5.42 -0.02
H 1.64 -1.21 -0.65
H -1.64 -1.89 0.75
H -1.81 -2.98 2.10
H -2.09 -3.58 0.47
H 1.29 -4.60 1.97
H -0.12 -5.41 1.24
H -0.31 -4.46 2.71
*
```

Atomic partial charges in e from the Mulliken method, atoms 1 to 99: 3.132, -1.103, 0.900, 0.716, -0.508, -0.930, -1.077, -0.625, 1.171, -1.001, 0.620, 0.232, -1.252, -0.761, -1.166, -0.938, 0.373, 0.220, -0.754, -1.113, -1.094, -0.483, 1.236, -0.357, -1.028, -1.113, -0.264, -0.342, -1.314, 1.603, -0.827, -0.945, -1.031, -0.858, -0.015, 0.882, 0.340, -0.627, -1.225, -0.862, -0.814, 0.602, 0.216, 0.188, 0.420, 0.480, 0.459, 0.325, 1.151, -1.057, 0.552, 0.459, 0.396, 0.290, 0.501, 0.391, 0.388, -0.396, 0.595, 0.557, -0.525, -0.755, 0.428, 0.242, 0.404, 0.414, 0.229, 0.577, 0.296, 0.422, 0.456, 0.487, 0.495, 0.418, -0.188, 0.247, 0.434, 0.249, 0.542, 0.435, 0.388, 0.659, 0.123, -0.127, -0.342, 1.054, 0.125, -0.467, 0.603, 0.111, 0.362, 0.388, 0.211, 0.689, 0.280, 0.562, -0.275, -0.157, -0.037

Record 2
A cluster of 9 separate species, C61H119N5O13 in total in a non-equilibrium geometry. Source: the Open Molecules 2025 dataset; level of theory: ωB97M-V with the def2-TZVPD basis set.

Computed properties:
E_HOMO = -7.8605 eV
frontier orbital gap = 8.2 eV
energy above the lowest of the compared OMol25 structures with the same formula, charge and spin = 0.0 kJ/mol
SMILES = CC1(C)CCCC(C)(C)N1O.CC1(C)CCCC(C)(C)N1O.CC1(C)CCCC(C)(C)N1O.CC1(C)CCCC(C)(C)N1O.CC1(C)CCCC(C)(C)N1O.O=C1CCCO1.O=C1CCCO1.O=C1CCCO1.O=C1CCCO1

```
! RIJCOSX wB97M-V def2-TZVPD def2/J DEFGRID3
* xyz 0 1
C -27.28 4.76 -14.29
C -26.48 3.44 -14.20
C -25.65 3.26 -15.46
C -25.51 3.56 -13.03
C -26.09 3.17 -11.68
C -26.77 1.83 -11.74
C -27.91 1.81 -12.77
C -28.39 0.36 -12.87
C -29.07 2.68 -12.26
N -27.31 2.26 -14.01
O -28.15 2.05 -15.13
H -27.69 5.02 -13.31
H -26.61 5.56 -14.56
H -28.09 4.68 -15.01
H -26.22 3.26 -16.39
H -24.93 4.08 -15.51
H -25.10 2.31 -15.38
H -24.60 2.98 -13.23
H -25.12 4.57 -12.91
H -25.25 3.10 -10.97
H -26.70 3.97 -11.24
H -27.20 1.52 -10.78
H -26.06 1.07 -12.05
H -27.64 -0.26 -13.37
H -29.34 0.29 -13.41
H -28.45 -0.06 -11.87
H -29.50 2.23 -11.37
H -29.87 2.80 -13.01
H -28.76 3.70 -12.06
H -28.95 2.57 -14.96
C -22.38 -4.49 -16.87
C -22.17 -4.29 -15.37
C -22.71 -2.94 -14.93
C -22.92 -5.44 -14.68
C -22.39 -5.71 -13.28
C -20.90 -6.02 -13.31
C -20.10 -4.88 -13.92
C -19.93 -3.78 -12.86
C -18.68 -5.39 -14.25
N -20.73 -4.45 -15.14
O -19.98 -3.41 -15.75
H -23.44 -4.56 -17.17
H -22.05 -3.57 -17.39
H -21.80 -5.29 -17.32
H -23.80 -2.91 -15.02
H -22.46 -2.71 -13.89
H -22.27 -2.12 -15.51
H -23.97 -5.15 -14.53
H -22.96 -6.35 -15.29
H -22.63 -4.81 -12.71
H -22.89 -6.55 -12.79
H -20.65 -6.98 -13.78
H -20.63 -6.07 -12.25
H -20.90 -3.44 -12.46
H -19.50 -2.86 -13.27
H -19.30 -4.07 -12.02
H -18.73 -6.05 -15.12
H -18.31 -5.96 -13.40
H -18.03 -4.54 -14.46
H -19.77 -3.76 -16.62
C -19.98 0.00 -15.01
C -20.57 1.40 -14.79
C -20.17 2.30 -15.96
C -22.09 1.34 -14.78
C -22.69 0.87 -13.45
C -22.18 1.69 -12.29
C -20.64 1.70 -12.22
C -20.23 2.81 -11.25
C -20.16 0.34 -11.69
N -20.14 2.02 -13.55
O -18.75 2.26 -13.55
H -19.89 -0.30 -16.05
H -18.98 -0.13 -14.58
H -20.52 -0.77 -14.44
H -19.09 2.25 -16.14
H -20.72 2.13 -16.88
H -20.37 3.34 -15.68
H -22.44 2.37 -14.89
H -22.53 0.74 -15.57
H -23.78 0.86 -13.56
H -22.43 -0.18 -13.26
H -22.53 1.27 -11.35
H -22.51 2.73 -12.30
H -20.45 3.78 -11.69
H -19.17 2.74 -11.01
H -20.75 2.68 -10.30
H -20.55 -0.50 -12.26
H -20.55 0.20 -10.68
H -19.07 0.28 -11.63
H -18.33 1.44 -13.27
C -28.99 -3.84 -13.84
C -28.41 -4.99 -13.00
C -27.88 -4.40 -11.68
C -29.55 -5.96 -12.72
C -29.06 -7.32 -12.27
C -28.12 -7.89 -13.32
C -26.89 -7.01 -13.52
C -25.91 -7.12 -12.35
C -26.18 -7.48 -14.80
N -27.36 -5.64 -13.78
O -26.28 -4.76 -13.99
H -28.35 -2.96 -13.81
H -29.19 -4.22 -14.84
H -29.97 -3.58 -13.44
H -27.78 -5.12 -10.87
H -26.92 -3.93 -11.86
H -28.52 -3.60 -11.30
H -30.18 -5.48 -11.96
H -30.19 -6.07 -13.60
H -28.49 -7.19 -11.34
H -29.86 -7.99 -11.97
H -28.60 -7.99 -14.30
H -27.78 -8.88 -12.99
H -25.07 -6.43 -12.42
H -25.63 -8.16 -12.14
H -26.41 -6.79 -11.43
H -25.12 -7.20 -14.85
H -26.69 -7.16 -15.70
H -26.20 -8.57 -14.81
H -26.38 -4.55 -14.93
C -18.10 -1.39 -21.93
C -19.59 -1.23 -22.29
C -19.71 -0.10 -23.31
C -20.10 -2.52 -22.94
C -20.32 -3.63 -21.93
C -21.36 -3.14 -20.93
C -20.92 -1.89 -20.19
C -22.17 -1.31 -19.54
C -19.82 -2.20 -19.17
N -20.46 -0.90 -21.17
O -20.14 0.33 -20.57
H -17.53 -1.92 -22.70
H -17.65 -0.42 -21.70
H -17.97 -2.01 -21.04
H -20.76 0.06 -23.56
H -19.30 0.83 -22.92
H -19.16 -0.35 -24.22
H -21.04 -2.31 -23.46
H -19.36 -2.88 -23.66
H -20.68 -4.54 -22.43
H -19.41 -3.90 -21.38
H -21.72 -3.92 -20.25
H -22.27 -2.95 -21.53
H -22.87 -0.82 -20.22
H -21.90 -0.56 -18.79
H -22.70 -2.05 -18.94
H -19.08 -1.40 -19.13
H -19.26 -3.12 -19.34
H -20.24 -2.14 -18.16
H -20.94 0.86 -20.69
O -26.46 -3.71 -16.66
C -26.18 -2.54 -16.55
C -25.17 -1.74 -17.35
C -24.99 -0.53 -16.44
C -26.35 -0.42 -15.77
O -26.76 -1.78 -15.61
H -24.29 -2.36 -17.45
H -25.58 -1.45 -18.31
H -24.22 -0.65 -15.68
H -24.74 0.39 -16.98
H -26.25 0.01 -14.77
H -27.09 0.21 -16.27
O -25.68 0.43 -20.40
C -26.84 0.53 -20.65
C -27.62 1.75 -21.12
C -29.02 1.42 -20.65
C -29.05 -0.10 -20.74
O -27.69 -0.52 -20.54
H -27.18 2.66 -20.74
H -27.49 1.74 -22.21
H -29.16 1.83 -19.65
H -29.84 1.88 -21.21
H -29.67 -0.52 -19.95
H -29.43 -0.46 -21.70
O -32.40 1.39 -17.69
C -31.70 0.46 -17.41
C -30.39 0.47 -16.62
C -29.84 -0.91 -16.92
C -31.10 -1.73 -17.14
O -31.98 -0.81 -17.81
H -29.71 1.26 -16.93
H -30.63 0.67 -15.57
H -29.11 -0.89 -17.72
H -29.29 -1.32 -16.06
H -30.89 -2.60 -17.76
H -31.58 -2.05 -16.22
O -24.28 -5.33 -20.43
C -25.39 -5.75 -20.37
C -26.32 -5.82 -19.16
C -27.63 -6.35 -19.77
C -27.19 -7.00 -21.09
O -25.96 -6.36 -21.45
H -25.88 -6.57 -18.51
H -26.52 -4.87 -18.69
H -28.16 -7.08 -19.15
H -28.33 -5.55 -20.00
H -27.05 -8.08 -21.04
H -27.93 -6.80 -21.86
*
```

Atomic partial charges in e from the Mulliken method, atoms 1 to 99: -1.917, 1.847, -1.606, -0.653, -0.873, -1.298, 1.382, -1.731, -1.718, 0.820, -0.065, 0.398, 0.472, 0.313, 0.451, 0.472, -0.146, -0.590, 0.436, 0.572, 0.415, 0.502, 0.295, 0.145, 0.226, 0.515, 0.423, 0.318, 0.360, 0.278, -1.216, 2.281, -0.181, -0.459, -1.108, -1.480, 1.650, -1.785, -2.074, 0.625, -0.417, 0.048, -0.631, 0.621, -0.371, 0.568, -0.142, -0.424, 0.534, 0.288, 0.459, 0.324, 0.462, 0.319, 0.216, 0.558, 0.472, 0.453, 0.331, 0.270, -0.859, 2.319, -2.261, -1.195, 1.815, -1.616, 1.744, -2.194, -1.187, 0.285, -0.525, 0.161, 0.340, -0.292, 0.457, 0.253, 0.480, 0.455, -0.023, -1.014, -0.347, 0.638, 0.321, 0.453, 0.443, 0.348, -0.007, 0.437, 0.374, 0.401, -2.257, 2.178, -1.775, -1.237, -0.818, -1.255, 1.732, -1.572, -1.902

> Among the records above, which one has the lowest frontier orbital gap?

C60H86IrN5P2S2Si

> Which value of frontier orbital gap does entry 1 give?

6.5 eV

> frontier orbital gap of number 2 (C61H119N5O13)?

8.2 eV

> Among the records above, which one has the lowest energy above the lowest of the compared OMol25 structures with the same formula, charge and spin?

C61H119N5O13